# 1
{"formula": "C11H14", "method": "wB97M-V/def2-TZVPD", "lumo_ev": 0.93, "relative_energy_kj_mol": 293.0, "e_tot_ev": -11629.335, "orbital_gap_ha": 0.371, "elements": ["C", "C", "C", "C", "C", "C", "C", "C", "C", "C", "C", "H", "H", "H", "H", "H", "H", "H", "H", "H", "H", "H", "H", "H", "H"], "coordinates": [[0.07990, -1.46494, 1.10168], [-0.22928, 0.64973, 0.16691], [-1.57153, -0.17354, 0.21351], [-1.21359, -1.19035, 1.24624], [2.32155, -0.29526, -0.02864], [-0.00551, -1.28831, -1.27221], [3.43912, 0.09758, -0.04744], [-1.52460, -0.85472, -1.26133], [0.61215, -0.60526, 0.03379], [-0.06887, 1.66440, -0.95952], [0.15999, 1.37317, 1.46401], [1.26518, 1.29082, 1.72111], [0.06043, -2.32027, -1.14943], [-2.22843, -1.82331, -1.27964], [0.51080, -0.94497, -2.11486], [0.86413, 2.16537, -0.73121], [0.03200, 2.43952, 1.62671], [-2.46287, 0.30236, 0.49854], [4.32131, 0.45167, -0.42880], [0.69775, -2.12448, 1.70344], [-1.86442, -0.26181, -2.03006], [-0.03892, 1.25424, -1.93163], [-0.93752, 2.29702, -1.08082], [-0.27118, 1.01002, 2.47971], [-1.94758, -1.64868, 2.05995]], "atomic_forces_ev_per_a": [[0.4, -0.5, 1.9], [-0.5, 1.1, 0.7], [1.0, -0.3, -1.2], [-1.1, -1.7, 1.7], [-6.4, -1.5, 0.5], [-0.9, 1.8, 0.9], [0.1, 0.0, -0.3], [0.0, -3.7, 3.8], [3.3, 0.0, -1.9], [-0.2, -0.4, 0.5], [1.0, -0.3, 3.8], [-1.0, -0.2, -0.9], [0.4, -1.7, -0.2], [1.6, 2.1, 0.1], [0.7, 0.3, -1.4], [0.0, 0.6, -0.4], [-0.6, 0.4, -1.1], [-1.2, 1.2, -0.2], [1.8, 0.6, -0.1], [-0.2, -0.1, -0.2], [-0.4, 1.7, -1.6], [0.6, -0.9, -1.1], [-0.1, 0.7, 0.8], [0.2, -0.1, -2.0], [1.7, 1.0, -2.1]], "mulliken_charge": [-0.58, 1.39, 0.07, -0.74, -1.51, -1.02, 0.07, -0.93, 1.08, -2.06, -1.58, 0.29, 0.51, 0.31, 0.46, 0.47, 0.41, 0.61, 0.49, 0.44, 0.41, 0.47, 0.39, 0.30, 0.24]}

---

# 2
{"formula": "C11H14BFeN7Se", "method": "wB97M-V/def2-TZVPD", "s2": 6.020, "lumo_ev": [0.31, -0.20], "relative_energy_kj_mol": 12.1, "multiplicity": 5, "e_tot_ev": -122474.874, "orbital_gap_ha": [0.296, 0.275], "elements": ["Se", "Fe", "N", "N", "N", "N", "N", "N", "N", "C", "C", "C", "C", "C", "C", "C", "C", "C", "C", "C", "B", "H", "H", "H", "H", "H", "H", "H", "H", "H", "H", "H", "H", "H", "H"], "coordinates": [[-4.78533, 0.36585, 2.73001], [-0.14725, -0.00468, 1.43431], [1.61494, -0.71564, -0.81536], [-1.19544, -1.11095, -0.37064], [-0.66780, -1.10599, -1.65958], [0.26518, 1.22939, -1.52861], [-1.91574, 0.15196, 2.03317], [-0.20907, 1.46646, -0.23108], [1.27289, -0.66545, 0.56150], [-1.41098, -1.90936, -2.45230], [-0.45423, 2.78698, -0.15877], [0.33092, 2.39630, -2.20227], [-3.07419, 0.26438, 2.30668], [-2.28516, -1.88926, -0.40522], [0.52890, 0.81693, 3.22416], [2.34357, -1.20148, 1.22115], [-2.45415, -2.42199, -1.69040], [-0.11661, 3.41337, -1.36349], [2.84694, -1.23724, -0.95505], [3.33955, -1.57134, 0.32284], [0.60914, -0.23901, -1.91096], [2.31219, -1.26183, 2.29832], [4.29656, -2.02815, 0.57084], [-3.23147, -3.10374, -1.99093], [0.43837, -0.32932, 2.94071], [-2.89637, -1.99665, 0.48178], [3.31158, -1.34865, -1.95862], [0.70771, 2.43014, -3.21031], [1.54952, 0.88952, 3.64765], [-0.17929, 4.46738, -1.55935], [-1.13365, -2.07212, -3.48258], [-0.21004, 1.03687, 3.99932], [0.51006, 1.63065, 2.47239], [0.97947, -0.32300, -3.04347], [-0.89070, 3.18967, 0.74415]], "atomic_forces_ev_per_a": [[0.3, 0.0, -0.1], [-4.4, 2.0, -3.1], [0.5, -0.1, 1.6], [-0.4, -0.5, -1.2], [-0.4, -0.2, 1.3], [-0.4, 0.6, 1.5], [-3.9, 0.3, 1.3], [0.4, 0.9, -1.4], [5.9, -2.7, -2.8], [-0.1, 0.1, 0.7], [0.4, -1.2, -0.5], [-0.2, -0.2, 0.9], [1.9, -0.4, -0.4], [1.0, 0.6, -0.5], [1.4, -0.4, 2.0], [-0.5, 0.4, -1.6], [0.0, -0.1, -0.2], [0.0, -0.1, 0.0], [-0.3, 0.0, 0.5], [0.3, 0.0, -0.2], [-1.1, 0.0, 0.9], [0.1, -0.1, -0.1], [-0.4, 0.2, -0.2], [0.0, 0.0, -0.2], [0.7, 1.4, 1.7], [0.1, -0.1, -0.1], [-0.6, 0.1, 1.0], [-0.1, 0.0, 0.0], [-0.5, -0.1, -0.1], [0.0, 0.0, -0.2], [-0.1, 0.1, 0.0], [0.1, -0.2, -0.3], [-0.2, -0.5, -0.2], [0.3, -0.1, 0.1], [0.1, 0.1, -0.1]], "mulliken_charge": [-0.19, 0.17, -0.06, -0.20, 0.10, 0.08, -0.67, -0.11, 0.14, -0.13, -0.05, -0.12, 0.31, -0.11, -0.81, 0.00, -1.06, -1.10, 0.05, -1.15, 0.04, 0.43, 0.37, 0.38, 0.25, 0.42, 0.42, 0.46, 0.41, 0.39, 0.45, 0.39, 0.12, -0.09, 0.49]}

---

What did the first record say?
{"formula": "C11H14", "method": "wB97M-V/def2-TZVPD", "lumo_ev": 0.93, "relative_energy_kj_mol": 293.0, "e_tot_ev": -11629.335, "orbital_gap_ha": 0.371, "elements": ["C", "C", "C", "C", "C", "C", "C", "C", "C", "C", "C", "H", "H", "H", "H", "H", "H", "H", "H", "H", "H", "H", "H", "H", "H"], "coordinates": [[0.07990, -1.46494, 1.10168], [-0.22928, 0.64973, 0.16691], [-1.57153, -0.17354, 0.21351], [-1.21359, -1.19035, 1.24624], [2.32155, -0.29526, -0.02864], [-0.00551, -1.28831, -1.27221], [3.43912, 0.09758, -0.04744], [-1.52460, -0.85472, -1.26133], [0.61215, -0.60526, 0.03379], [-0.06887, 1.66440, -0.95952], [0.15999, 1.37317, 1.46401], [1.26518, 1.29082, 1.72111], [0.06043, -2.32027, -1.14943], [-2.22843, -1.82331, -1.27964], [0.51080, -0.94497, -2.11486], [0.86413, 2.16537, -0.73121], [0.03200, 2.43952, 1.62671], [-2.46287, 0.30236, 0.49854], [4.32131, 0.45167, -0.42880], [0.69775, -2.12448, 1.70344], [-1.86442, -0.26181, -2.03006], [-0.03892, 1.25424, -1.93163], [-0.93752, 2.29702, -1.08082], [-0.27118, 1.01002, 2.47971], [-1.94758, -1.64868, 2.05995]], "atomic_forces_ev_per_a": [[0.4, -0.5, 1.9], [-0.5, 1.1, 0.7], [1.0, -0.3, -1.2], [-1.1, -1.7, 1.7], [-6.4, -1.5, 0.5], [-0.9, 1.8, 0.9], [0.1, 0.0, -0.3], [0.0, -3.7, 3.8], [3.3, 0.0, -1.9], [-0.2, -0.4, 0.5], [1.0, -0.3, 3.8], [-1.0, -0.2, -0.9], [0.4, -1.7, -0.2], [1.6, 2.1, 0.1], [0.7, 0.3, -1.4], [0.0, 0.6, -0.4], [-0.6, 0.4, -1.1], [-1.2, 1.2, -0.2], [1.8, 0.6, -0.1], [-0.2, -0.1, -0.2], [-0.4, 1.7, -1.6], [0.6, -0.9, -1.1], [-0.1, 0.7, 0.8], [0.2, -0.1, -2.0], [1.7, 1.0, -2.1]], "mulliken_charge": [-0.58, 1.39, 0.07, -0.74, -1.51, -1.02, 0.07, -0.93, 1.08, -2.06, -1.58, 0.29, 0.51, 0.31, 0.46, 0.47, 0.41, 0.61, 0.49, 0.44, 0.41, 0.47, 0.39, 0.30, 0.24]}